26
Properties=species:S:1:pos:R:3:forces:R:3 method="wB97M-V/def2-TZVPD" total_energy_ev=-10628.6648 relative_energy_kj_mol=104.09 total_charge=0 fmax_ha_per_bohr=0.0354 homo_ev=-8.8350 smiles=CCc1ccccc1.CC
C 3.437554 -1.614167 1.597267 1.1 0.7 0.1
C 2.802367 -0.307031 2.098751 -0.9 -0.2 -1.6
H 4.529988 -1.547962 1.637155 0.0 -0.2 0.4
H 3.121983 -2.453976 2.200218 -0.1 -0.3 -0.1
H 3.268329 -1.795037 0.535999 -0.5 -0.1 0.1
H 2.399547 -0.380491 3.101510 0.1 0.2 0.1
H 1.997356 -0.085874 1.386816 -0.5 -0.2 0.6
H 3.382702 0.589991 1.939910 0.8 0.0 0.5
C -0.237094 -1.576549 -0.613916 0.2 0.4 -0.2
C -1.110466 -2.428864 0.294404 -0.8 0.3 -0.6
C -0.649470 -0.124995 -0.774820 0.4 -0.5 1.6
C 0.290636 0.891834 -0.655193 -0.4 1.1 -0.3
C -1.986774 0.232477 -0.708917 -0.9 0.4 0.2
C -0.136688 2.217000 -0.687298 -0.1 0.1 0.2
C -2.416779 1.552911 -0.766412 0.7 0.4 -0.6
C -1.466364 2.568741 -0.906221 0.0 -0.9 -0.3
H 0.757005 -1.677680 -0.185273 0.3 0.5 0.0
H -0.114567 -1.940782 -1.630802 -0.3 -0.7 -0.1
H -0.717300 -3.420176 0.299875 0.4 -0.8 0.2
H 1.360864 0.762769 -0.589445 0.0 -0.6 0.2
H -2.796131 -0.472982 -0.581813 0.3 -0.5 -0.1
H 0.517516 3.024813 -0.388315 0.5 0.0 -0.7
H -3.471632 1.770856 -0.690824 -0.1 0.1 -0.3
H -1.658419 3.524809 -1.377418 -0.5 0.4 1.0
H -2.140429 -2.533359 -0.054807 0.0 0.1 0.0
H -1.155783 -2.049096 1.313591 0.2 0.1 0.0

---

112
Properties=species:S:1:pos:R:3:forces:R:3 method="wB97M-V/def2-TZVPD" total_energy_ev=-163873.0322 relative_energy_kj_mol=54.89 total_charge=+1 fmax_ha_per_bohr=0.0330 homo_ev=-11.9213
Br -1.072542 0.251069 0.716262 0.3 -0.3 0.1
C -0.061687 -0.450795 -0.803888 -0.5 0.5 -0.6
C 0.596979 0.711431 -1.548934 0.1 0.0 0.5
C 1.830237 1.276431 -0.823935 0.0 -0.5 -0.6
C 2.935377 0.235221 -0.581949 0.4 0.3 0.6
C 4.302763 0.566096 -1.252055 0.6 0.3 0.2
N 5.113985 1.051635 -0.069014 -0.2 -0.3 0.2
C 4.620779 0.077177 0.971759 -0.8 -1.1 -1.0
O 3.244569 0.276674 0.849318 0.3 0.4 0.4
H -0.822245 -0.896148 -1.453229 0.3 -0.1 0.2
H 0.643408 -1.209450 -0.460121 -0.3 0.1 0.1
H 0.852432 0.392937 -2.567007 0.0 0.1 0.1
H -0.143519 1.517489 -1.621546 0.2 -0.2 -0.2
H 1.551561 1.692279 0.148215 0.0 0.0 -0.1
H 2.245286 2.070017 -1.460229 -0.1 0.1 0.3
H 2.671479 -0.806991 -0.782047 -0.1 0.2 -0.4
H 4.312663 1.348874 -2.013748 -0.3 -0.3 0.1
H 4.863139 -0.309350 -1.593260 -0.4 0.1 -0.2
H 6.127200 1.060793 -0.233387 -0.1 0.2 0.3
H 4.770889 1.961546 0.259321 0.5 0.1 -0.2
H 4.774986 -0.928022 0.542783 0.9 0.2 0.5
H 5.050680 0.201490 1.965885 -0.3 0.3 -0.1
C -3.700665 -1.134992 -5.519986 -0.2 -0.1 -0.1
C -3.389210 -2.353510 -4.677075 -0.4 -0.1 0.2
O -1.955154 -2.404373 -4.738148 0.1 0.1 -0.1
C -1.508934 -1.164811 -5.003892 0.2 0.1 0.2
O -0.360764 -0.832669 -4.909539 -0.1 0.0 0.0
O -2.515753 -0.340590 -5.348639 0.1 -0.1 0.0
H -4.576868 -0.589874 -5.180784 0.1 0.1 0.1
H -3.815957 -1.372536 -6.578547 0.1 0.0 0.0
H -3.682284 -2.240298 -3.632746 0.0 0.0 0.0
H -3.826584 -3.266171 -5.071238 0.2 -0.1 0.0
C -4.585876 -3.649256 1.826157 -0.1 -0.2 0.2
C -3.095372 -3.467180 1.961509 0.2 -0.2 0.2
O -2.638925 -3.733565 0.614602 -0.1 0.1 -0.1
C -3.666372 -3.490212 -0.226435 -0.1 -0.1 -0.1
O -3.572421 -3.463815 -1.422063 0.1 0.1 0.1
O -4.813746 -3.305433 0.443891 0.1 0.0 0.0
H -5.153742 -2.999707 2.483813 0.0 0.2 -0.2
H -4.887571 -4.686125 1.994717 0.1 0.4 -0.2
H -2.800618 -2.461833 2.233162 -0.1 0.1 -0.1
H -2.659007 -4.173342 2.665254 0.1 -0.2 -0.2
C 6.296856 2.305491 4.809623 -0.1 -0.1 0.3
C 7.786399 2.227677 5.061821 0.0 0.1 0.2
O 8.288656 1.824506 3.775261 -0.1 0.1 -0.1
C 7.398271 2.192660 2.844412 0.2 0.1 0.0
O 7.592556 2.152743 1.660167 -0.4 -0.2 0.0
O 6.245222 2.615000 3.403288 0.1 -0.1 -0.1
H 5.800885 3.076760 5.391431 0.0 0.1 -0.2
H 5.791465 1.352539 4.977156 0.0 0.0 0.0
H 8.221658 3.193152 5.321229 0.0 0.0 -0.1
H 8.054904 1.500689 5.822488 0.1 -0.1 -0.2
C 1.907598 -2.357994 -3.582111 -0.2 0.1 -0.2
C 1.262993 -3.714238 -3.400846 -0.2 0.0 0.0
O 2.376278 -4.602547 -3.574162 0.2 0.2 0.1
C 3.512987 -3.928390 -3.289179 0.2 -0.3 0.0
O 4.591379 -4.418308 -3.169004 -0.3 0.2 0.0
O 3.255067 -2.598495 -3.149502 0.0 0.0 0.2
H 1.443005 -1.582027 -2.981892 0.1 0.0 0.1
H 1.918452 -2.038231 -4.622892 0.0 0.0 0.0
H 0.853119 -3.856205 -2.398527 0.0 0.0 0.0
H 0.486177 -3.917702 -4.131974 0.1 -0.1 -0.1
C -5.431993 2.274398 2.262094 0.0 0.2 -0.1
C -5.742378 1.515821 0.990416 -0.1 0.1 -0.1
O -4.887486 0.370921 1.105070 0.0 0.0 0.1
C -4.613403 0.178279 2.414514 0.2 0.0 -0.1
O -4.039944 -0.779696 2.842292 -0.3 0.4 0.0
O -5.043163 1.219738 3.155884 0.0 -0.2 -0.1
H -6.285973 2.815854 2.659368 0.0 -0.1 0.1
H -4.594595 2.963602 2.143721 0.0 0.0 0.0
H -6.778426 1.175667 0.946457 0.0 0.0 0.0
H -5.511445 2.078519 0.089831 0.2 -0.1 0.0
C -8.549523 -6.370265 2.766180 -0.2 0.0 -0.1
C -8.274574 -7.662480 3.505390 -0.2 -0.1 0.0
O -6.849042 -7.768410 3.411300 0.0 0.1 0.0
C -6.346411 -6.529971 3.223230 0.3 0.0 0.1
O -5.185194 -6.252416 3.268955 -0.4 -0.3 0.1
O -7.333912 -5.639841 2.972142 0.0 -0.1 0.0
H -9.397721 -5.819208 3.163116 0.1 0.1 0.1
H -8.690324 -6.521712 1.694919 0.0 0.0 0.0
H -8.553680 -7.610438 4.558809 0.0 0.0 0.0
H -8.752296 -8.526823 3.052410 0.2 -0.1 0.0
C -0.868276 5.741223 -1.982641 0.1 0.1 -0.1
C -0.227189 5.636588 -0.615802 0.2 0.1 0.0
O -1.366639 5.589169 0.249331 -0.1 -0.1 -0.1
C -2.422672 5.132050 -0.465757 -0.3 -0.1 0.2
O -3.474785 4.818221 -0.000989 0.3 0.0 -0.1
O -2.118843 5.076176 -1.786151 0.0 0.0 0.1
H -0.296421 5.251853 -2.767352 -0.1 -0.1 0.0
H -1.058110 6.776340 -2.270494 0.0 0.0 0.0
H 0.348332 4.714840 -0.492079 -0.1 0.0 0.0
H 0.403930 6.487371 -0.375070 -0.1 0.1 0.1
C 4.126326 -3.522586 3.704764 0.0 -0.2 -0.1
C 2.740174 -2.989999 3.409250 -0.1 -0.2 -0.2
O 2.555057 -2.017848 4.441820 0.2 0.0 0.0
C 3.777309 -1.617333 4.863059 -0.1 0.2 0.3
O 3.975732 -0.695863 5.592741 0.0 -0.1 -0.3
O 4.752248 -2.399258 4.335248 -0.1 0.1 -0.1
H 4.674868 -3.815119 2.812825 0.1 0.1 0.0
H 4.113783 -4.359598 4.403612 0.0 0.0 0.0
H 2.683310 -2.488494 2.439583 0.0 0.0 0.0
H 1.976747 -3.761755 3.455832 -0.1 0.1 0.2
C 2.812716 8.185881 -4.546551 0.1 0.0 -0.2
C 2.117150 6.939754 -4.038951 0.0 -0.1 -0.1
O 1.748248 7.316847 -2.706466 0.1 0.0 -0.2
C 1.673395 8.678397 -2.660707 -0.1 0.4 0.3
O 1.227388 9.289242 -1.742581 0.1 -0.3 -0.3
O 2.171329 9.219715 -3.794665 0.0 -0.2 0.1
H 2.676376 8.349322 -5.612080 -0.1 0.1 0.0
H 3.879592 8.193343 -4.317206 0.0 0.0 0.0
H 1.211986 6.708685 -4.604379 0.0 0.0 0.0
H 2.761896 6.064105 -4.024238 0.0 0.0 0.2

---

10
Properties=species:S:1:pos:R:3:forces:R:3 method="wB97M-V/def2-TZVPD" total_energy_ev=-35677.3831 relative_energy_kj_mol=394.90 total_charge=0 fmax_ha_per_bohr=0.1018 homo_ev="-8.4314 / -8.4311"
C 0.811575 1.341608 -0.118319 -2.6 4.1 2.0
C 1.388593 1.022238 -1.103460 1.1 -1.4 -1.5
C -0.862039 -0.320384 1.141296 -0.3 -1.8 -2.9
S 0.690983 -2.018975 -0.557557 0.2 -1.0 -0.6
S 0.512311 -1.172892 1.150844 0.4 -0.6 0.6
S -1.976535 -0.218817 -0.139989 0.0 -1.8 -0.6
H 0.105086 2.064959 0.423953 1.8 -1.7 -0.7
H 1.816199 0.408981 -1.858264 0.3 0.3 -0.2
H -0.948563 0.351782 1.878118 -0.6 2.2 2.9
H -1.537610 -1.458502 -0.816622 -0.2 1.8 1.0

---

76
Properties=species:S:1:pos:R:3:forces:R:3 method="wB97M-V/def2-TZVPD" total_energy_ev=-68651.0905 relative_energy_kj_mol=126.17 total_charge=+4 fmax_ha_per_bohr=0.0139 homo_ev=-19.7479
Zr 0.202680 -0.425934 0.230853 -0.3 -0.6 0.1
C -2.769248 1.901353 3.407075 0.0 -0.1 0.0
C -2.507901 1.228451 2.098174 0.0 0.0 0.0
C -3.077137 -0.003360 1.779193 0.0 -0.1 0.0
C -2.933183 -0.570180 0.510215 -0.1 0.0 0.1
C -2.269223 0.121631 -0.501039 0.0 0.3 -0.2
C -1.675520 1.360996 -0.194203 0.0 0.0 -0.2
C -1.744370 1.868889 1.103073 0.0 0.1 0.1
H -3.653436 2.536124 3.303407 0.0 0.0 0.0
H -1.939336 2.537882 3.702944 0.0 0.1 0.0
H -2.973376 1.180803 4.196269 0.0 0.0 0.0
H -3.682420 -0.518966 2.515970 0.0 0.0 0.0
H -3.428713 -1.506407 0.276592 0.0 0.0 0.0
H -2.315230 -0.227755 -1.527654 0.0 0.0 0.1
H -1.275677 1.983048 -0.988652 0.0 0.0 0.1
H -1.311053 2.842809 1.305292 0.0 0.0 0.1
N -0.724743 -3.676412 0.831965 0.0 0.0 0.0
C -0.280007 -3.503242 -0.443349 -0.1 -0.2 -0.1
N 0.115562 -4.540550 -1.123526 -0.1 0.2 0.1
C 0.498602 -4.323233 -2.399451 0.1 0.0 -0.1
N 0.839417 -5.340367 -3.141558 0.0 0.0 0.1
N 0.555384 -3.072140 -2.971170 -0.2 -0.1 0.2
C 0.199082 -2.094325 -2.217104 0.1 0.1 -0.2
N -0.260877 -2.204118 -0.912636 0.4 0.1 -0.3
C 0.348660 -0.717253 -2.784830 -0.2 -0.4 -0.1
C 0.207484 -0.510889 -4.142757 0.3 0.2 0.1
C 0.445020 0.769971 -4.636819 0.0 -0.1 0.0
C 0.823937 1.777112 -3.759991 0.0 0.0 0.2
C 0.902917 1.496947 -2.406538 0.0 0.0 -0.1
N 0.648917 0.271215 -1.911646 -0.2 -0.1 0.1
H -0.833199 -4.653201 1.085187 0.0 0.0 0.0
H -1.512056 -3.107195 1.111271 0.0 0.0 0.0
H 0.797982 -6.278925 -2.766453 0.0 0.0 0.0
H 1.119067 -5.203807 -4.103286 0.0 0.0 0.0
H -0.050861 -1.334089 -4.792564 0.0 0.0 0.0
H 0.347630 0.974790 -5.695356 0.0 0.0 0.0
H 1.043975 2.775449 -4.112382 0.0 0.0 0.0
H 1.175770 2.266117 -1.691960 0.0 0.0 0.0
O 2.071548 -1.185879 0.225423 0.2 0.5 0.2
S 3.613081 -0.989026 0.506027 -0.1 -0.2 -0.2
C 3.771420 -1.732229 2.138215 0.0 -0.1 0.0
C 3.100470 -0.961796 3.273344 0.0 0.2 -0.1
C 2.430960 -1.852155 4.314070 0.0 -0.1 0.2
C 1.145633 -2.527642 3.869324 -0.1 -0.1 -0.1
S -0.316668 -1.512888 3.555992 0.0 -0.1 0.0
O 0.010218 -0.775879 2.181345 0.0 0.0 -0.1
C -0.323179 -0.285521 4.799387 0.0 0.1 -0.1
C 0.425719 0.888572 4.722998 0.0 0.0 0.1
C 0.387283 1.755831 5.801574 0.0 0.0 -0.1
C -0.366587 1.439670 6.929996 0.0 0.0 0.0
C -1.104668 0.266963 6.986816 0.0 -0.1 0.0
C -1.104848 -0.607690 5.907085 0.0 0.1 0.0
C 3.758210 0.738193 0.824409 0.0 0.1 0.1
C 2.653940 1.568270 0.967555 -0.3 0.1 0.0
C 2.807601 2.901830 1.304809 0.2 0.0 -0.1
C 4.095014 3.405553 1.492650 -0.1 0.0 0.0
C 5.198919 2.584349 1.325316 0.1 -0.1 0.0
C 5.042280 1.244437 0.982893 0.0 0.1 0.0
H 4.848824 -1.860122 2.271710 0.0 0.0 0.0
H 3.365442 -2.733300 1.960565 0.0 0.0 0.1
H 2.360675 -0.266970 2.869419 0.0 -0.1 0.0
H 3.847268 -0.334246 3.759945 0.0 0.0 0.0
H 2.235709 -1.262849 5.213031 0.0 0.0 0.0
H 3.097487 -2.657539 4.635364 0.1 0.0 0.0
H 0.761177 -3.192940 4.650875 0.1 0.0 0.0
H 1.221893 -3.136540 2.962162 0.1 0.0 0.0
H 1.013439 1.130046 3.845993 0.0 0.0 0.0
H 0.950962 2.678643 5.772984 0.0 0.0 0.0
H -0.381219 2.120638 7.770572 0.0 0.0 0.0
H -1.693288 0.035056 7.863441 0.0 0.0 0.0
H -1.703475 -1.508798 5.940972 0.0 -0.1 0.0
H 1.615099 1.226646 0.800705 0.4 0.2 0.2
H 1.947514 3.549444 1.400049 0.0 0.0 0.0
H 4.232280 4.447190 1.747913 0.0 0.0 0.0
H 6.195426 2.986730 1.449291 0.0 0.0 0.0
H 5.916922 0.621011 0.841725 0.0 0.0 0.0

---

19
Properties=species:S:1:pos:R:3:forces:R:3 method="wB97M-V/def2-TZVPD" total_energy_ev=-7332.4123 relative_energy_kj_mol=103.71 total_charge=+1 fmax_ha_per_bohr=0.0302 homo_ev=-14.2759 smiles=CNCC[NH2+]C
C 0.522300 -0.915264 -0.731342 -1.0 0.0 -0.4
N 0.843844 -0.722102 0.701823 0.7 0.4 -0.4
C 2.105870 0.066282 0.930068 0.0 -1.1 0.2
C -0.291533 0.355619 -1.190533 1.0 -1.1 0.1
N -0.916317 0.922649 -0.013009 -0.5 0.3 -0.3
C -2.277351 0.406679 0.216213 -0.3 -0.1 0.0
H -0.094272 -1.811321 -0.860677 0.2 0.1 0.3
H 1.404904 -1.034775 -1.338352 0.4 -0.1 0.0
H 0.849975 -1.610804 1.193931 -0.1 0.2 0.2
H 2.952166 -0.556337 0.641763 0.0 0.1 -0.1
H 2.176856 0.255939 2.003466 0.0 0.4 -0.3
H 2.058629 0.951182 0.307073 0.0 0.2 0.2
H -0.997470 0.000310 -1.939510 0.0 0.3 -0.2
H 0.460649 1.002288 -1.642705 -0.5 0.5 0.0
H 0.078119 -0.029552 0.961435 -0.3 -0.2 0.3
H -0.974233 1.927333 -0.116122 0.1 0.1 0.2
H -2.309093 -0.688052 0.170233 0.2 0.2 -0.1
H -2.995235 0.807862 -0.510802 0.1 -0.2 0.1
H -2.597809 0.672064 1.217048 -0.1 0.2 0.1

---

12
Properties=species:S:1:pos:R:3:forces:R:3 method="wB97M-V/def2-TZVPD" total_energy_ev=-10820.7797 relative_energy_kj_mol=473.56 total_charge=0 fmax_ha_per_bohr=0.1059 homo_ev=-10.9892 smiles="CCn1oc(=O)o1"
C -1.632686 0.445856 -1.658233 1.3 0.0 3.7
C 1.299689 -0.686518 0.990193 0.3 -0.5 0.8
C 0.317658 0.382291 0.564364 -0.3 0.6 0.1
N -0.855781 -0.349038 -0.013704 -0.6 2.5 0.3
O -2.044728 0.885118 -2.616490 -1.8 1.4 -5.0
O -1.982027 0.801255 -0.405757 2.3 -2.6 1.1
O -0.603272 -0.398542 -1.408444 -0.2 -0.9 -0.6
H 2.160312 -0.318786 1.534683 0.2 0.6 -0.2
H 0.972731 -1.486419 1.644056 -1.0 0.2 0.3
H 1.637712 -1.224289 0.146477 0.7 -0.4 -1.2
H -0.143924 0.894424 1.463165 0.9 -0.1 -1.2
H 0.874315 1.054648 -0.240308 -1.7 -1.0 1.8